64
Properties=species:S:1:pos:R:3:lowdin_charge:R:1 method="wB97M-V/def2-TZVPD" spin_multiplicity=6 s2=8.783 e_lumo_ha="-0.2683 / -0.3536" homo_energy_ev="-13.3006 / -14.2226" charge=+2 relative_energy_kcal_mol=0.0 orbital_gap_ev="6.00 / 4.60"
I -0.23878 2.34078 -0.98730 0.85
I 0.02105 -2.18535 -1.06662 0.81
Ru -0.03188 0.11349 -2.79010 0.22
P -2.28574 0.07781 -2.52639 0.52
C -3.39132 0.17745 -1.11144 -0.25
C -2.84420 1.46760 -3.58242 -0.26
H -3.91813 1.31772 -3.79896 0.07
H -3.91533 -1.35050 -3.58340 0.07
H -2.24939 1.48179 -4.51284 0.02
H -2.25395 -1.58283 -4.29196 0.02
H -3.21694 1.08121 -0.52916 0.04
H -2.69840 2.40681 -3.02058 0.03
C -2.83668 -1.45056 -3.36433 -0.27
H -4.44154 0.19180 -1.43318 0.09
H -2.65977 -2.29926 -2.68251 0.02
H -3.25816 -0.66912 -0.44578 0.03
P 2.22468 0.11307 -2.49409 0.56
C 3.33807 0.20913 -1.09072 -0.23
C 2.85014 -1.36204 -3.39730 -0.27
H 2.11728 1.55549 -4.45503 0.02
H 3.80328 1.45063 -3.76391 0.07
H 2.54308 2.46475 -2.94622 0.04
C 2.72463 1.54491 -3.53040 -0.26
H 2.27458 -1.49087 -4.33279 0.02
H 3.92556 -1.21245 -3.61852 0.07
H 4.38567 0.20395 -1.41153 0.08
H 3.20355 -0.61395 -0.40432 0.03
H 2.71692 -2.24633 -2.74894 0.03
H 3.18606 1.12209 -0.52377 0.04
Cl -0.01881 -0.10084 -5.08947 0.08
C -0.19548 4.49027 2.92372 -0.03
C 0.83306 4.20033 2.02298 -0.04
C 0.94287 2.89621 1.51077 -0.30
C -0.07018 1.95149 1.73426 -0.49
C -1.03833 2.22155 2.69007 -0.08
C -1.10607 3.51154 3.26740 -0.01
Sb -0.12950 0.00124 0.48011 0.92
C 1.61915 -0.75754 1.72398 -0.34
C 2.09963 -2.04984 1.53074 -0.21
C 3.22776 -2.54025 2.20348 -0.06
C 3.91381 -1.69943 3.07966 -0.05
C 3.43750 -0.39857 3.29320 -0.05
C 2.27027 0.05742 2.64314 -0.11
C -1.61805 -1.33495 1.58146 -0.37
C -1.41033 -2.71434 1.63702 -0.23
C -2.43961 -3.59306 2.01326 -0.05
C -3.60399 -3.07808 2.56805 -0.06
C -3.76522 -1.70056 2.67793 -0.05
C -2.78337 -0.81784 2.13876 -0.15
H -0.22026 5.48175 3.37105 0.13
H 1.59580 4.94897 1.75169 0.14
H 1.83412 2.70245 0.93166 0.07
H -1.71007 1.42873 3.05055 0.10
H -1.86802 3.70222 4.00511 0.12
H 1.62709 -2.73994 0.82331 -0.01
H 3.55381 -3.56255 2.02214 0.12
H 4.81542 -2.05666 3.58295 0.12
H 3.97481 0.27052 3.96531 0.12
H 1.90852 1.05839 2.87113 0.08
H -0.46769 -3.19598 1.36059 0.03
H -2.28240 -4.66578 1.86074 0.12
H -4.39091 -3.76738 2.90973 0.13
H -4.63703 -1.27262 3.15067 0.11
H -2.97264 0.26593 2.15737 0.09

---

8
Properties=species:S:1:pos:R:3:lowdin_charge:R:1 method="wB97M-V/def2-TZVPD" e_lumo_ha="-0.1297 / -0.1131" homo_energy_ev="-10.2649 / -10.0222" charge=0 relative_energy_kcal_mol=100.0 orbital_gap_ev="6.74 / 6.94"
C -0.50290 2.76511 0.69296 0.10
C -0.52802 1.65585 0.24801 -0.20
C -0.61396 -0.71689 -0.09499 0.03
C 0.00814 0.48095 -0.24349 -0.21
I 2.45994 -2.20356 0.39388 0.15
H -0.17385 -1.46894 -0.64965 -0.02
H -1.34614 -0.97058 0.64232 0.08
H 0.69678 0.45807 -0.98903 0.07

---

16
Properties=species:S:1:pos:R:3:lowdin_charge:R:1 method="wB97M-V/def2-TZVPD" smiles="CC(N)=O.CN" e_lumo_ha=0.0187 homo_energy_ev=-7.9698 charge=0 relative_energy_kcal_mol=91.9 orbital_gap_ev=8.48
C -1.18393 1.89978 -0.65396 -0.02
C -1.05998 0.57170 0.27498 -0.56
N -1.09917 0.54788 1.62838 0.14
O -0.68714 -0.40889 -0.39733 -0.07
H -0.19616 1.94988 -1.26922 0.10
H -1.63822 2.88660 -0.16034 0.10
H -1.91880 1.65685 -1.49814 0.08
H -1.11725 -0.30992 2.04641 0.05
H -2.08078 1.16127 1.99771 0.22
C 1.60720 -0.91685 0.07729 -0.23
N 1.60687 -2.22270 -0.62891 -0.13
H 2.50306 -0.47198 -0.10264 0.02
H 0.77510 -0.18840 -0.12151 0.02
H 1.65275 -1.39726 1.11212 0.09
H 0.59017 -2.62217 -0.73979 0.09
H 2.24627 -2.13581 -1.56504 0.11

---

11
Properties=species:S:1:pos:R:3:lowdin_charge:R:1 method="wB97M-V/def2-TZVPD" e_lumo_ha=0.0323 homo_energy_ev=-8.5160 charge=0 relative_energy_kcal_mol=58.7 orbital_gap_ev=9.39
N -1.48580 0.36000 0.44812 0.05
N -1.24984 -0.56964 -0.55210 -0.18
N 0.15849 1.29686 -0.06544 0.00
N 0.00834 -1.01186 -0.61044 0.02
N 0.91594 0.32299 -0.17478 -0.29
O 1.56005 0.04533 1.08588 -0.10
H -1.03388 0.05534 1.22964 -0.01
H -1.66401 -0.20695 -1.47329 0.16
H 0.28542 1.69361 0.89128 0.10
H 0.34219 -1.24037 -1.54805 0.10
H 2.16310 -0.74531 0.76918 0.14

---

12
Properties=species:S:1:pos:R:3:lowdin_charge:R:1 method="wB97M-V/def2-TZVPD" e_lumo_ha=0.1349 homo_energy_ev=-2.3042 charge=-1 relative_energy_kcal_mol=41.5 orbital_gap_ev=5.98
C 2.06216 1.01839 0.93321 -0.14
O 2.68132 1.97804 1.33047 -0.06
H 2.53956 0.03036 1.01582 0.07
H -0.15865 3.57507 -2.39388 0.00
H 1.06712 1.17938 0.51087 0.02
C -1.16230 -2.39295 0.15157 -0.56
S -1.65694 -0.93322 -0.83682 0.02
S -1.81087 0.54309 0.59798 -0.34
H -0.50752 -3.04179 -0.42157 0.00
H -0.60363 -2.02714 1.01281 -0.01
H -2.06116 -2.79222 0.57624 -0.01
H -0.38907 2.86301 -2.47670 0.01

---

52
Properties=species:S:1:pos:R:3:lowdin_charge:R:1 method="wB97M-V/def2-TZVPD" spin_multiplicity=5 s2=6.069 e_lumo_ha="0.0958 / 0.0955" homo_energy_ev="-2.3739 / -4.5628" charge=-1 relative_energy_kcal_mol=8.7 orbital_gap_ev="4.98 / 7.16"
Cr 0.10085 -0.77863 0.10414 0.54
N -1.35515 -4.54688 2.02155 0.03
C -0.83402 -3.47865 1.29503 -0.84
S -0.78109 -1.92552 2.09597 0.67
N -0.44302 -3.71179 0.08886 0.00
N 0.00284 -2.62989 -0.58695 -0.18
C 0.47223 -2.77952 -1.82239 -0.09
C 0.95169 -1.62735 -2.45579 -0.26
C 1.52613 -1.59972 -3.75040 -0.05
C 2.00859 -0.42705 -4.25862 -0.10
C 1.89736 0.75617 -3.49619 -0.09
C 1.30530 0.67986 -2.25444 -0.12
N 0.85272 -0.45526 -1.72159 -0.01
H -1.26826 -4.42333 3.01688 0.05
H -1.00466 -5.43293 1.68879 0.07
H 0.47425 -3.75449 -2.29517 0.11
H 1.58482 -2.52840 -4.30437 0.10
H 2.46935 -0.40001 -5.23859 0.09
H 2.25962 1.70300 -3.86850 0.09
H 1.17370 1.56637 -1.64680 0.11
N 3.16907 2.37204 2.39986 0.12
C 2.29927 1.13893 2.58550 -0.47
C 2.27168 0.69527 4.03199 -0.09
P 3.03577 -0.06439 1.34475 0.35
O 4.24577 -0.70440 2.25195 -0.16
O 3.66559 0.87221 0.36205 -0.31
O 2.16036 -1.20762 0.95540 -0.33
P 0.62002 1.76351 1.98740 0.35
O -0.46525 1.19081 3.00681 -0.14
O 0.72808 3.24120 2.16980 -0.30
O 0.44373 1.20942 0.59920 -0.35
H 3.89673 2.46486 3.09999 0.15
H 2.49018 3.17737 2.38651 0.11
H 3.59348 2.19649 1.42931 0.12
H 3.27944 0.50208 4.40638 0.07
H 1.69051 -0.22302 4.11594 0.08
H 1.78961 1.45581 4.65085 0.08
H 4.00018 -1.61090 2.48611 0.07
H -0.81838 0.32822 2.73210 -0.02
O -2.36687 0.86360 0.13442 0.12
B -1.73891 -0.22163 -0.52323 -0.48
O -2.47924 -0.49475 -1.69054 0.15
C -3.47690 0.42821 -1.76166 -0.21
C -4.43889 0.60042 -2.73205 0.00
C -5.33141 1.65857 -2.56325 -0.12
C -5.24574 2.50197 -1.46341 -0.11
C -4.27586 2.31813 -0.47841 0.00
C -3.40409 1.26365 -0.64468 -0.21
H -4.48716 -0.05626 -3.59097 0.11
H -6.10387 1.82905 -3.30277 0.09
H -5.94144 3.32716 -1.37227 0.09
H -4.19869 2.97802 0.37551 0.12

---

14
Properties=species:S:1:pos:R:3:lowdin_charge:R:1 method="wB97M-V/def2-TZVPD" smiles="OC1C=CC=C1.[H][H]" e_lumo_ha=0.0298 homo_energy_ev=-8.8185 charge=0 relative_energy_kcal_mol=54.5 orbital_gap_ev=9.63
O 0.86599 -1.90299 -0.40685 -0.04
C 0.73377 -0.51350 -0.58580 -0.42
C -0.56309 0.03187 -1.14358 -0.06
C -0.84426 1.19305 -0.53395 -0.10
C 0.13034 1.42614 0.54690 -0.10
C 1.00114 0.40588 0.58836 -0.08
H 0.19542 -2.18059 0.22878 0.05
H 1.50091 -0.25578 -1.33334 0.16
H -1.09263 -0.42605 -1.97175 0.11
H -1.65572 1.87109 -0.78125 0.10
H 0.11861 2.29269 1.20092 0.10
H 1.82819 0.26711 1.27578 0.11
H -1.39518 -1.26449 1.28020 0.08
H -0.82348 -0.94442 1.63560 0.07

---

95
Properties=species:S:1:pos:R:3:lowdin_charge:R:1 method="wB97M-V/def2-TZVPD" e_lumo_ha=-0.1332 homo_energy_ev=-10.8965 charge=+1 orbital_gap_ev=7.27
C 5.69130 -6.75390 4.80467 -0.18
C 5.57572 -5.48775 3.93533 -0.83
I 7.50564 -5.21981 3.01827 0.86
C 5.17435 -4.26067 4.77456 -0.74
I 5.79126 -2.38647 3.97268 1.00
C 3.65104 -4.14519 5.07429 -0.29
C 2.71312 -3.26892 4.19936 -0.15
N 1.66788 -4.16183 3.66346 0.13
C 1.83609 -5.35536 4.28564 -0.36
N 1.02417 -6.41075 4.13660 0.22
N 2.88361 -5.42704 5.12017 0.16
H 5.45741 -7.64130 4.21259 0.09
H 5.01815 -6.73359 5.66614 0.07
H 6.69918 -6.88342 5.19207 0.06
H 4.91712 -5.61855 3.07519 0.07
H 5.70151 -4.35179 5.72327 0.08
H 3.57980 -3.73395 6.07974 0.14
H 2.23865 -2.55534 4.87074 0.12
H 3.13628 -2.67130 3.39953 0.06
H 1.80537 -4.26463 2.65766 0.17
H 0.68686 -6.72470 3.23993 0.14
H 0.70735 -6.90736 4.95520 0.14
H 3.35256 -6.30150 4.91918 0.12
C 3.37169 5.67108 -1.16297 -0.05
C 4.61884 5.98290 -0.63327 -0.05
C 5.12682 5.25321 0.42813 0.00
C 4.38411 4.21266 0.97134 -0.08
C 3.12298 3.91022 0.45003 -0.08
C 2.62472 4.63779 -0.62345 0.00
C 2.28830 2.82492 1.03436 -0.27
O 1.19936 2.54417 0.58081 0.10
C 2.83774 2.08422 2.21048 -0.07
C 2.05689 1.10215 2.80787 0.01
C 2.55351 0.39337 3.88595 -0.07
C 3.83310 0.65238 4.37103 -0.12
C 4.61134 1.63482 3.78437 -0.01
C 4.11192 2.35817 2.70629 -0.07
C 4.95961 3.43145 2.10146 -0.28
O 6.07312 3.65041 2.52412 0.11
H 2.98104 6.23928 -1.99654 0.11
H 5.19558 6.79703 -1.05133 0.11
H 6.09733 5.48172 0.84621 0.12
H 1.65152 4.38804 -1.02271 0.12
H 1.06633 0.90619 2.42014 0.12
H 1.93813 -0.36696 4.35055 0.09
H 4.21449 0.08821 5.21120 0.07
H 5.60645 1.85311 4.14797 0.12
C -3.03967 0.20212 -1.76364 -0.03
C -1.76744 0.38535 -1.23358 -0.04
C -1.33458 -0.39773 -0.17713 0.00
C -2.17832 -1.36245 0.36251 -0.09
C -3.46536 -1.53305 -0.15789 -0.08
C -3.88699 -0.75401 -1.22699 0.01
C -4.40753 -2.52877 0.42559 -0.27
O -5.52033 -2.69039 -0.02120 0.12
C -3.93491 -3.32535 1.60111 -0.07
C -4.80920 -4.22039 2.20557 0.01
C -4.39139 -4.96991 3.29206 -0.05
C -3.09334 -4.83415 3.77481 -0.07
C -2.22023 -3.94339 3.17455 -0.02
C -2.63849 -3.18040 2.09152 -0.09
C -1.68965 -2.20107 1.48513 -0.28
O -0.55271 -2.09618 1.90716 0.07
H -3.36858 0.81426 -2.59433 0.10
H -1.11401 1.14197 -1.64689 0.11
H -0.34561 -0.26389 0.23913 0.11
H -4.88081 -0.90208 -1.62627 0.12
H -5.81413 -4.31481 1.81790 0.12
H -5.07680 -5.65985 3.76591 0.11
H -2.77059 -5.42261 4.62466 0.10
H -1.20984 -3.81907 3.54273 0.09
C -1.74788 2.81688 -9.37754 -0.05
C -1.22236 2.23343 -8.22986 -0.06
C -1.84428 2.42095 -7.00759 -0.01
C -2.99139 3.20095 -6.92495 -0.08
C -3.50854 3.80046 -8.07479 -0.08
C -2.88763 3.59883 -9.30082 0.00
C -4.71708 4.67378 -8.01295 -0.28
O -5.17037 5.18759 -9.01145 0.11
C -5.34258 4.89633 -6.67692 -0.08
C -6.43892 5.74371 -6.58122 0.00
C -7.04271 5.95615 -5.35367 -0.05
C -6.55853 5.31813 -4.21700 -0.06
C -5.46399 4.47547 -4.30603 0.00
C -4.84743 4.26589 -5.53365 -0.08
C -3.65434 3.37567 -5.60151 -0.27
O -3.23353 2.81336 -4.61061 0.09
H -1.26403 2.66303 -10.33292 0.11
H -0.32618 1.63029 -8.29174 0.11
H -1.44972 1.96911 -6.10810 0.12
H -3.30571 4.06220 -10.18368 0.12
H -6.80668 6.23014 -7.47400 0.12
H -7.89410 6.61963 -5.28027 0.11
H -7.03588 5.48217 -3.26001 0.11
H -5.07490 3.97629 -3.42948 0.12